# 1
ORCA calculation (the ωB97M-V functional and the def2-TZVPD basis) on a 14-piece molecular cluster, C84H56O28 overall in a non-equilibrium geometry.

Element x y z (Å)
C1 -2.32449 -5.49350 -3.35663
C2 -1.61959 -5.74392 -2.26467
C3 -1.46884 -4.67714 -1.24844
O1 -0.67927 -4.79845 -0.36282
C4 -2.34150 -3.49836 -1.32731
C5 -3.10095 -3.26987 -2.36533
C6 -3.17548 -4.27113 -3.51083
O2 -3.87810 -4.11627 -4.43712
H1 -2.35251 -6.14903 -4.25970
H2 -1.13262 -6.68606 -2.06752
H3 -2.27515 -2.87989 -0.44896
H4 -3.77186 -2.44918 -2.43848
C7 -6.01459 1.98393 -2.97907
C8 -5.38297 0.81723 -2.82613
C9 -4.92303 0.31111 -1.50698
O3 -4.58331 -0.81277 -1.35475
C10 -5.32651 1.11984 -0.28983
C11 -5.98092 2.24613 -0.40057
C12 -6.38305 2.77844 -1.74894
O4 -6.91946 3.84990 -1.86835
H5 -6.19634 2.28799 -3.98086
H6 -5.12770 0.22651 -3.67914
H7 -5.07642 0.64440 0.66990
H8 -6.22191 2.80689 0.50780
C13 -0.26601 -3.45210 2.54259
C14 0.40432 -4.18060 3.42655
C15 -0.25399 -4.54557 4.73584
O5 0.38335 -4.76662 5.71045
C16 -1.76502 -4.48946 4.76707
C17 -2.37796 -3.80963 3.80761
C18 -1.70895 -3.37640 2.64085
O6 -2.35471 -3.00629 1.66610
H9 0.13695 -3.03452 1.63795
H10 1.47529 -4.28171 3.34546
H11 -2.15802 -4.87202 5.73690
H12 -3.45694 -3.64019 3.81366
C19 4.16093 4.43531 -2.95338
C20 3.38959 3.64780 -2.24494
C21 2.98348 2.30229 -2.76541
O7 2.18229 1.61717 -2.18567
C22 3.67089 1.79502 -4.00166
C23 4.43929 2.63009 -4.68454
C24 4.68029 4.04013 -4.29590
O8 5.24932 4.74590 -5.02328
H13 4.44964 5.41113 -2.58726
H14 3.01822 3.94139 -1.27092
H15 3.48252 0.71504 -4.16716
H16 4.91785 2.38777 -5.60309
C25 5.12995 -5.16372 -1.72108
C26 5.08698 -3.90699 -1.27299
C27 3.83538 -3.32631 -0.75401
O9 3.93478 -2.41026 0.03029
C28 2.57789 -4.05878 -0.96932
C29 2.58510 -5.30667 -1.43736
C30 3.82069 -5.93636 -1.99190
O10 3.79125 -6.73494 -2.87130
H17 6.05405 -5.69268 -1.88787
H18 5.99555 -3.34979 -1.23131
H19 1.70593 -3.61215 -0.48877
H20 1.66516 -5.86884 -1.32685
C31 5.00487 -0.88832 5.49656
C32 4.86415 0.44729 5.48302
C33 3.99383 1.08763 4.42600
O11 3.57180 2.22151 4.59820
C34 3.62976 0.30996 3.29714
C35 3.80943 -1.00480 3.25806
C36 4.67540 -1.61872 4.26654
O12 5.25806 -2.60683 3.93561
H21 5.63312 -1.40361 6.25413
H22 5.21992 1.14150 6.27550
H23 3.05502 0.89409 2.59393
H24 3.56290 -1.66194 2.43858
C37 -0.23930 0.18840 -7.00696
C38 -1.44703 -0.36686 -7.05462
C39 -2.29867 -0.42447 -5.84276
O13 -3.42439 -0.80136 -5.95597
C40 -1.83670 0.24366 -4.58829
C41 -0.72122 0.95540 -4.55978
C42 0.19347 0.96155 -5.76873
O14 1.22701 1.54301 -5.79658
H25 0.46944 0.24301 -7.80154
H26 -1.80394 -0.69994 -8.01245
H27 -2.53979 0.16900 -3.77856
H28 -0.42857 1.50625 -3.66189
C43 -4.76480 2.97096 6.50553
C44 -4.70068 2.19263 5.42097
C45 -5.24989 2.67277 4.09207
O15 -5.11862 2.08717 3.07649
C46 -5.88017 4.00903 4.05265
C47 -5.91887 4.78412 5.08056
C48 -5.20675 4.41427 6.41160
O16 -4.89422 5.23080 7.17723
H29 -4.45741 2.63562 7.48556
H30 -4.32613 1.21637 5.52731
H31 -6.36793 4.30166 3.09094
H32 -6.52497 5.68129 5.14392
C49 6.50029 0.77659 0.93707
C50 5.73100 0.21903 -0.00974
C51 5.96684 0.57045 -1.40719
O17 5.82696 -0.26922 -2.25384
C52 6.63073 1.77732 -1.71630
C53 7.47672 2.31383 -0.85356
C54 7.42675 1.89009 0.57226
O18 7.87823 2.60164 1.45709
H33 6.52946 0.39939 1.95165
H34 5.14203 -0.70357 0.14703
H35 6.68317 1.95593 -2.79220
H36 8.20600 3.09014 -0.99777
C55 -0.86241 4.70955 3.56011
C56 -0.65158 5.83101 2.91035
C57 0.52365 5.87837 1.97918
O19 0.57731 6.72124 1.15133
C58 1.67716 4.93434 2.17025
C59 1.51517 3.90612 2.92438
C60 0.22644 3.66889 3.58898
O20 0.04548 2.55825 4.03573
H37 -1.73286 4.39868 4.17017
H38 -1.28968 6.69303 2.80038
H39 2.53597 5.22589 1.62516
H40 2.24859 3.14211 3.10248
C61 -3.48175 4.90390 -2.49387
C62 -3.74192 4.64058 -1.24953
C63 -2.69323 4.38747 -0.22318
O21 -2.92787 4.58239 0.94682
C64 -1.31055 4.26042 -0.72225
C65 -1.01954 4.57344 -1.92169
C66 -2.06696 4.78435 -2.88770
O22 -1.77148 4.74487 -4.04294
H41 -4.18849 5.08119 -3.28257
H42 -4.72960 4.78737 -0.85233
H43 -0.71064 4.09648 0.13639
H44 0.01603 4.50724 -2.32566
C67 0.95597 -5.85461 -6.94999
C68 0.75655 -4.99461 -6.01230
C69 -0.45449 -4.14414 -5.93470
O23 -0.54704 -3.19562 -5.23763
C70 -1.58711 -4.48588 -6.90303
C71 -1.40477 -5.39031 -7.86521
C72 -0.07877 -5.97920 -8.06690
O24 0.19737 -6.58296 -9.04723
H45 1.82690 -6.41869 -7.16509
H46 1.43191 -4.62282 -5.24003
H47 -2.44384 -3.83862 -6.79674
H48 -2.04458 -5.48105 -8.73546
C73 -0.40154 0.12310 6.30694
C74 0.62960 -0.50115 5.75921
C75 1.25496 -1.73995 6.32140
O25 2.36253 -2.07493 6.05241
C76 0.33673 -2.46148 7.30856
C77 -0.80611 -2.01415 7.59210
C78 -1.23536 -0.66207 7.19861
O26 -2.23097 -0.18896 7.63831
H49 -0.69522 1.11555 5.88451
H50 1.13842 0.11037 5.00620
H51 0.66288 -3.41898 7.66052
H52 -1.52046 -2.63683 8.20661
C79 0.17726 -0.06824 0.29115
C80 -0.69704 0.21186 -0.66435
C81 -1.91760 0.96063 -0.30755
O27 -2.47249 1.72183 -1.07360
C82 -2.40089 0.95358 1.16639
C83 -1.51879 0.62803 2.09424
C84 -0.24312 -0.05580 1.72140
O28 0.35593 -0.61055 2.56961
H53 1.21511 -0.27193 0.09299
H54 -0.40087 0.26837 -1.70134
H55 -3.30405 1.45639 1.40366
H56 -1.70928 0.79966 3.15121

The HOMO-LUMO gap is 8.239 eV. The LUMO energy comes out at -1.67 eV. As for the molar mass: 1513.34 g/mol. Its energy above the lowest of the compared OMol25 structures with the same formula, charge and spin is 20.3 kcal/mol. The value obtained for the electronic energy is -145326.0235 eV.

---

# 2
ORCA calculation (the ωB97M-V functional and the def2-TZVPD basis) on C4H10O2 as an isolated structure.

Element x y z (Å)
C1 -2.10264 -0.36350 -0.31534
C2 -1.18630 0.09137 0.82251
C3 0.03997 -0.71869 1.14810
O1 1.02213 -0.48766 -0.44674
C4 1.67009 0.78560 -0.25795
O2 2.99436 0.71193 -0.64816
H1 -3.02161 0.23267 -0.36783
H2 -1.59377 -0.28998 -1.28344
H3 -2.38641 -1.41268 -0.17080
H4 -0.93537 1.15767 0.70975
H5 -1.72982 0.04158 1.78107
H6 -0.21433 -1.76798 0.88704
H7 1.69761 -1.14585 -0.21555
H8 1.63894 1.01280 0.80976
H9 1.07498 1.49598 -0.84111
H10 3.03217 0.65673 -1.61132

The HOMO-LUMO gap is 8.185 eV. The LUMO energy comes out at 0.54 eV. As for the molar mass: 90.12 g/mol. Its energy above the lowest of the compared OMol25 structures with the same formula, charge and spin is 105.2 kcal/mol. The value obtained for the electronic energy is -8400.9871 eV.

---

# 3
ORCA calculation (the ωB97M-V functional and the def2-TZVPD basis) on C28H34BeNO as an isolated structure in a non-equilibrium geometry.

Element x y z (Å)
C1 0.22335 -0.38158 2.33628
C2 -1.11961 -0.45204 1.87066
C3 -1.18734 -1.53403 0.93228
H1 -1.99630 0.11011 2.22409
C4 0.11436 -2.13642 0.86053
C5 0.97025 -1.46123 1.78341
H2 0.39374 -3.00751 0.25579
C6 1.12923 2.64916 0.68779
C7 -0.29592 3.14552 0.79650
C8 -0.98502 2.76784 -0.34442
H3 -0.70549 3.78121 1.56264
C9 -0.14049 2.00434 -1.20911
C10 0.98087 1.62002 -0.41950
H4 -2.08930 -1.94923 0.46463
H5 2.02349 -1.74631 1.91627
H6 0.58613 0.30405 3.08441
H7 1.85456 1.17585 -0.88023
H8 -2.03886 2.92397 -0.52634
H9 1.72751 3.48101 0.29185
Be1 0.38755 -0.37375 0.23001
C11 -0.71000 1.38021 -2.47845
C12 0.24111 1.63686 -3.69388
C13 -2.15984 1.90834 -2.70225
H10 0.41355 2.70998 -3.85332
H11 -0.16615 1.31720 -4.65862
H12 1.23720 1.22877 -3.57416
H13 -2.20700 3.01118 -2.80146
H14 -2.77097 1.53818 -1.84556
H15 -2.68496 1.47325 -3.57561
C14 -1.05493 -0.10789 -2.09468
C15 0.15434 -0.99250 -2.23018
H16 -1.90187 -0.52604 -2.68681
H17 -1.50007 -0.06820 -1.06344
O1 1.02492 -0.99768 -1.21978
N1 0.32203 -1.68197 -3.45500
C16 -0.43709 -3.04550 -3.65182
H18 1.30892 -1.69096 -3.80002
C17 -1.82342 -3.06028 -3.02008
C18 -2.12759 -4.05145 -2.07930
H19 -1.34723 -4.79900 -1.87617
C19 -3.36467 -4.02563 -1.41917
H20 -3.53660 -4.78164 -0.64821
C20 -4.31681 -3.05275 -1.72829
H21 -5.25079 -3.03997 -1.17540
C21 -4.06153 -2.12155 -2.73194
H22 -4.78139 -1.33278 -2.94508
C22 -2.83723 -2.15915 -3.41907
H23 -2.63550 -1.39569 -4.19150
H24 0.14923 -3.87995 -3.18824
H25 -0.57678 -3.20680 -4.75284
C23 2.08547 1.62976 5.42260
C24 3.08871 1.63473 4.25789
C25 4.27758 2.53940 4.56232
C26 3.59870 0.17780 4.12280
C27 2.42555 2.07857 2.97046
C28 1.76111 2.28503 1.97896
H26 2.50956 1.13484 6.30362
H27 1.21083 1.04670 5.12987
H28 1.76281 2.64642 5.66175
H29 4.74345 2.13281 5.47252
H30 5.00322 2.54782 3.73477
H31 3.96320 3.57261 4.73866
H32 2.77709 -0.48245 3.80033
H33 4.40839 0.11287 3.37809
H34 3.95272 -0.16446 5.10817

The HOMO-LUMO gap (alpha / beta) is 4.317 / 4.407 eV. The LUMO energy (alpha / beta) comes out at 2.87 / 2.87 eV. As for the net charge: -1. As for the molar mass: 409.60 g/mol. The value obtained for the electronic energy is -33522.9001 eV.

---

# 4
ORCA calculation (the ωB97M-V functional and the def2-TZVPD basis) on one molecule with the formula C18H17N3O2S2.

Element x y z (Å)
C1 2.07341 5.26372 1.44752
C2 1.82485 4.89488 0.01973
C3 1.82884 5.82915 -0.99986
C4 1.57835 5.47507 -2.32295
C5 1.31704 4.16523 -2.67247
C6 1.31092 3.21302 -1.66757
S1 1.02204 1.49482 -1.79063
C7 1.25695 1.41783 -0.05346
N1 1.17531 0.21540 0.60113
C8 0.84642 -0.93914 -0.04024
O1 0.70381 -0.99977 -1.24095
C9 0.77762 -2.18737 0.84026
C10 1.78397 -3.24798 0.39045
C11 1.05800 -4.55854 0.68133
C12 -0.38846 -4.23241 0.31326
N2 -0.51558 -2.83032 0.64512
C13 -1.60128 -2.02720 0.66834
O2 -1.46386 -0.84454 0.96935
C14 -2.93216 -2.54985 0.35146
C15 -4.06168 -1.77635 0.43863
C16 -5.23250 -2.44719 0.04676
C17 -4.98955 -3.72673 -0.34442
S2 -3.32905 -4.13413 -0.23755
N3 1.52296 2.51647 0.55272
C18 1.55964 3.56579 -0.32523
H1 1.12381 5.38873 1.96775
H2 2.62125 4.46857 1.94622
H3 2.63050 6.19491 1.51651
H4 2.03240 6.86335 -0.76172
H5 1.59020 6.23811 -3.08693
H6 1.12292 3.88416 -3.69540
H7 1.17382 0.26785 1.60989
H8 0.90002 -1.91699 1.89712
H9 1.95101 -3.14068 -0.68253
H10 2.73484 -3.16022 0.91126
H11 1.12900 -4.79978 1.74278
H12 1.45052 -5.39300 0.10520
H13 -0.56499 -4.39101 -0.75711
H14 -1.10165 -4.83403 0.88134
H15 -4.02288 -0.75638 0.77493
H16 -6.21000 -1.99997 0.05174
H17 -5.68683 -4.46349 -0.69178

The SMILES is Cc1cccc2sc(NC(=O)[C@@H]3CCCN3C(=O)c3cccs3)nc12. The HOMO-LUMO gap is 8.471 eV. The LUMO energy comes out at 0.43 eV. As for the molar mass: 371.49 g/mol. Its energy above the lowest of the compared OMol25 structures with the same formula, charge and spin is 0.0 kcal/mol. The value obtained for the electronic energy is -49179.3749 eV.